1.
{
  "formula": "C3H3N3",
  "method": "the ωB97M-V functional and the def2-TZVPD basis",
  "total_energy_ev": -7627.6159,
  "charge": 0,
  "relative_energy_kcal_mol": 44.59,
  "gap_ev": 10.744,
  "smiles": "N#C[C@@H]1N=C1N",
  "homo_ev": -10.262,
  "largest_force_ha_per_bohr": 0.022,
  "species": ["N", "C", "C", "N", "C", "N", "H", "H", "H"],
  "coordinates": [[1.7565, -0.0173, -0.2620], [-0.8768, 0.5130, -0.0779], [0.4427, 0.1907, -0.5755], [-0.4013, 0.1199, -1.4966], [-1.6196, -0.4945, 0.6598], [-2.1624, -1.3272, 1.2537], [2.0255, 0.4715, 0.5794], [1.9931, -0.9995, -0.2014], [-1.1575, 1.5435, 0.1205]]
}

2.
{
  "formula": "C9H9FN2",
  "method": "the ωB97M-V functional and the def2-TZVPD basis",
  "total_energy_ev": -15175.8019,
  "charge": 0,
  "relative_energy_kcal_mol": 16.06,
  "gap_ev": 9.104,
  "smiles": "c1c[nH]cn1.Fc1ccccc1",
  "homo_ev": -8.275,
  "largest_force_ha_per_bohr": 0.025,
  "species": ["F", "C", "C", "C", "C", "C", "C", "H", "H", "H", "H", "H", "N", "C", "C", "C", "N", "H", "H", "H", "H"],
  "coordinates": [[-0.6800, 0.1931, 2.7781], [-3.1713, -2.8871, 1.6700], [-2.9839, -2.5916, 3.0206], [-2.5126, -2.1365, 0.6958], [-2.1408, -1.5487, 3.4045], [-1.6661, -1.0904, 1.0634], [-1.4988, -0.8193, 2.4139], [-3.8363, -3.7093, 1.3743], [-3.5003, -3.1796, 3.7908], [-2.6571, -2.3655, -0.3683], [-1.9748, -1.2940, 4.4596], [-1.1352, -0.4834, 0.3182], [-4.0081, 0.2267, -0.2600], [-4.5056, -0.4771, 0.7446], [-3.2123, 1.1804, 0.3283], [-3.2290, 1.0516, 1.7003], [-4.0606, -0.0124, 1.9466], [-5.1856, -1.3248, 0.6597], [-2.6663, 1.9129, -0.2662], [-2.7384, 1.6052, 2.5008], [-4.3030, -0.3890, 2.8663]]
}

3.
{
  "formula": "C6H10",
  "method": "the ωB97M-V functional and the def2-TZVPD basis",
  "total_energy_ev": -6382.4066,
  "charge": 0,
  "relative_energy_kcal_mol": 33.51,
  "gap_ev": 11.041,
  "smiles": "C#CCCCC",
  "homo_ev": -9.914,
  "largest_force_ha_per_bohr": 0.010,
  "species": ["C", "C", "C", "C", "C", "C", "H", "H", "H", "H", "H", "H", "H", "H", "H", "H"],
  "coordinates": [[-2.4909, 0.0854, 0.2067], [-1.2019, -0.1641, -0.5707], [0.0451, 0.2388, 0.2143], [1.3326, 0.0467, -0.6051], [2.5277, -0.0927, 0.2305], [3.4898, -0.2524, 0.9370], [-2.4627, -0.4194, 1.1799], [-3.3644, -0.2872, -0.3384], [-2.6407, 1.1552, 0.3923], [-1.1252, -1.2309, -0.8234], [-1.2317, 0.3746, -1.5280], [-0.0289, 1.2858, 0.5372], [0.1067, -0.3634, 1.1292], [1.2405, -0.8577, -1.2230], [1.4639, 0.8833, -1.3032], [4.3398, -0.4020, 1.5649]]
}

4.
{
  "formula": "Cl3F3OSi2",
  "method": "the ωB97M-V functional and the def2-TZVPD basis",
  "spin_multiplicity": 3,
  "total_energy_ev": -63527.1912,
  "charge": 0,
  "gap_ev": [7.315, 6.972],
  "homo_ev": [-6.998, -11.976],
  "largest_force_ha_per_bohr": 0.148,
  "species": ["O", "F", "F", "F", "Si", "Si", "Cl", "Cl", "Cl"],
  "coordinates": [[1.9529, 0.2987, 2.0854], [-0.5842, -1.2461, -0.1122], [3.7483, 0.1113, -0.1520], [1.4195, 0.7570, -0.6307], [2.3244, 0.3084, 0.5966], [-1.8790, -0.2770, -0.3522], [-1.6664, 1.3703, 0.6443], [-2.0175, 0.1632, -2.3251], [-3.2981, -1.4858, 0.2461]]
}